332
Properties=species:S:1:pos:R:3:mulliken_charge:R:1 method="wB97M-V/def2-TZVPD" e_lumo_ev=0.193
C -2.18526 4.06204 2.96100 -0.6406
C -0.83110 3.89525 3.50212 -0.3783
O -0.82638 2.70923 4.28822 -0.3804
H -2.15985 4.93108 2.30355 0.3444
H -2.92193 4.30990 3.72518 0.4577
H -2.46549 3.20704 2.34575 -0.0787
H -0.52567 4.76718 4.08054 0.2896
H -0.11394 3.79643 2.68724 0.2118
H -1.26137 2.91104 5.11988 0.2371
C -4.28815 2.27840 -0.04403 -0.2691
C -5.48951 3.04444 0.58497 -0.8074
O -5.86303 4.24507 -0.04780 -0.4688
H -3.26100 2.62862 0.05807 0.2506
H -4.45467 1.99531 -1.08336 0.2601
H -4.15244 1.31788 0.45302 0.0145
H -5.08187 3.32902 1.55499 0.4130
H -6.36224 2.44147 0.83571 0.2303
H -6.57107 4.62365 0.47847 0.2340
C 2.82462 -2.62035 -4.67627 -0.4707
O 1.49475 -3.09801 -4.98951 -0.4327
C 0.54813 -2.32230 -4.18191 1.3293
C -0.80520 -3.12021 -4.19345 -0.9077
N -1.41659 -3.07964 -2.85642 0.5233
C -2.51814 -4.00302 -2.64690 -0.3955
C -3.48611 -3.45227 -1.56462 -1.0619
O -3.83779 -2.09938 -1.91389 0.0302
C -4.77340 -1.50899 -1.13962 -0.8744
H 3.28667 -2.51156 -5.65747 0.2398
H 3.18999 -3.37285 -3.97745 0.1774
H 2.82684 -1.58750 -4.32797 0.0459
H 0.34762 -1.30487 -4.51765 -0.2274
H 0.89608 -2.29413 -3.14933 0.0843
H -0.56738 -4.11256 -4.57657 0.2104
H -1.48885 -2.71972 -4.94200 0.0300
H -1.76042 -2.14895 -2.66744 -0.5051
H -2.22967 -5.01546 -2.36430 0.3982
H -3.22506 -4.20237 -3.45228 0.1208
H -3.04984 -3.30521 -0.57662 0.3452
H -4.26052 -4.21321 -1.46790 0.5113
H -4.55541 -1.39936 -0.07728 0.2773
H -5.61765 -2.18965 -1.24942 0.4459
H -4.97557 -0.54696 -1.61051 0.1271
C 6.32270 -1.13035 6.32669 -0.3327
O 5.70933 0.06529 6.02635 -0.3003
C 5.15732 0.04152 4.67311 -0.7266
C 4.27364 1.32666 4.46765 -0.3123
N 5.21330 2.53111 4.45505 -0.2180
C 4.44001 3.77468 4.67272 -0.7422
C 3.74560 3.95944 6.02726 -0.1040
O 4.57159 4.43725 7.02122 -0.4796
C 5.69022 3.57308 7.32762 -0.6483
H 6.75013 -0.93711 7.31058 0.3585
H 7.16504 -1.28488 5.65239 0.0158
H 5.70060 -2.02121 6.41299 0.1195
H 4.56490 -0.85686 4.49982 0.3434
H 5.90004 0.06451 3.87566 0.3028
H 3.54641 1.26705 5.27738 0.0954
H 3.74403 1.33538 3.51501 0.4501
H 6.01235 2.35129 5.04604 0.3262
H 3.68130 3.80320 3.89065 0.3704
H 5.05466 4.62579 4.37961 0.3570
H 3.29470 3.04291 6.40773 0.1053
H 2.87246 4.60008 5.90357 0.3874
H 6.09266 3.95534 8.26571 0.3196
H 6.53952 3.69245 6.65491 0.2523
H 5.44243 2.51167 7.33815 0.2215
C -4.83634 0.82421 3.49010 -0.1011
O -5.98448 0.67727 4.34788 -0.4209
C -7.19481 0.94926 3.74429 -0.2770
C -8.34799 1.12913 4.89980 -0.7111
N -9.69975 0.96327 4.30294 -0.3233
C -10.81892 0.85354 5.31769 -0.7742
C -11.21115 2.19910 5.87754 -0.4447
O -10.19232 2.81844 6.76857 -0.3050
C -10.62659 4.20250 6.99964 -0.7450
H -4.73539 0.09750 2.68401 0.1332
H -4.05175 0.57365 4.20406 0.2285
H -4.87393 1.85428 3.13562 0.0851
H -7.27759 0.10228 3.06321 0.3355
H -7.21734 1.92923 3.26756 0.0964
H -8.32983 2.13033 5.33033 0.2586
H -8.29420 0.46916 5.76563 0.4358
H -9.71103 1.82312 3.77322 0.2775
H -10.62915 0.17884 6.15248 0.3185
H -11.71876 0.30053 5.04827 0.3769
H -12.15080 2.05687 6.41132 0.4001
H -11.24028 2.96136 5.09893 0.3202
H -10.71376 4.88363 6.15316 0.3082
H -9.88894 4.58924 7.70278 0.2540
H -11.56925 4.15886 7.54517 0.3148
C 9.28655 -2.34307 4.42005 -0.7591
O 8.53222 -3.38138 5.11804 -0.4135
C 7.85338 -4.31049 4.27157 -0.8878
C 6.58998 -3.80081 3.47479 0.1556
N 5.71228 -4.70339 2.85763 0.4590
C 5.13205 -5.82222 3.62312 -0.5664
C 4.09926 -5.39974 4.83585 -1.0571
O 3.22702 -4.36475 4.38851 0.4034
C 2.16463 -4.13236 5.31692 -0.9911
H 8.86310 -1.33904 4.39314 0.2270
H 9.43118 -2.61122 3.37349 0.3256
H 10.31008 -2.32102 4.79420 0.2669
H 7.38044 -4.93090 5.03284 0.3284
H 8.60779 -4.86861 3.71708 0.3309
H 6.91935 -3.04024 2.76687 0.1565
H 5.93371 -3.23652 4.13734 0.3065
H 5.12177 -4.28539 2.15287 -0.5977
H 5.93626 -6.43856 4.02495 0.5873
H 4.56822 -6.46851 2.95043 -0.1540
H 4.66397 -5.24073 5.75449 0.3639
H 3.48362 -6.25962 5.09984 0.6052
H 1.49265 -4.98410 5.21169 0.2320
H 1.58614 -3.26049 5.01148 0.1184
H 2.56042 -3.99378 6.32303 0.3767
C 7.21723 -8.38655 -0.52813 -0.8321
O 6.04007 -8.18072 -1.17559 -0.2980
C 4.97333 -8.82381 -0.43531 -0.0444
C 3.82026 -8.80149 -1.40020 -0.8568
N 2.54397 -9.27194 -0.80506 -0.0168
C 1.41307 -9.13495 -1.69022 -1.5657
C 0.94686 -7.76820 -2.09693 -0.1363
O 1.72261 -7.14518 -3.14072 -0.4712
C 1.49556 -5.79238 -3.43635 -0.4368
H 7.24934 -7.86993 0.43113 0.2478
H 8.02648 -7.78136 -0.93674 0.3483
H 7.50663 -9.41695 -0.32178 0.3419
H 4.75306 -8.25129 0.46568 0.0014
H 5.30754 -9.81294 -0.12223 0.4836
H 4.08223 -9.49063 -2.20304 0.1490
H 3.81530 -7.81308 -1.85968 0.3435
H 2.64071 -10.26387 -0.64137 0.2648
H 0.57076 -9.65837 -1.23783 0.5441
H 1.60771 -9.76520 -2.55797 0.5063
H 0.64632 -7.07114 -1.31471 0.1997
H -0.01878 -7.93884 -2.57286 0.5386
H 0.63961 -5.78981 -4.11123 0.3241
H 2.32825 -5.36772 -3.99705 0.2269
H 1.27306 -5.08381 -2.63852 0.1870
C 3.72736 11.26401 4.05123 -0.8609
O 2.86240 10.19697 3.61835 -0.2777
C 2.53736 10.28951 2.19899 -0.8989
C 2.19406 8.90146 1.66981 -0.0225
N 0.92992 8.36063 2.20354 -0.5291
C 0.77131 6.93822 1.80979 -0.1934
C 0.65399 6.79556 0.25889 -0.7016
O 1.90131 6.79235 -0.36875 -0.2895
C 1.99681 7.24037 -1.70298 -0.5388
H 3.20552 12.22040 4.08448 0.3209
H 4.54116 11.47771 3.35829 0.3223
H 4.34271 11.03699 4.92180 0.3038
H 3.18607 10.72356 1.43815 0.4488
H 1.68542 10.96725 2.25330 0.3708
H 3.12278 8.33457 1.73478 0.2199
H 2.02941 9.13280 0.61744 0.1163
H 0.96176 8.56817 3.19148 0.3085
H -0.04768 6.54864 2.41443 0.1321
H 1.62662 6.43113 2.25634 0.2161
H 0.19922 7.73336 -0.06017 0.4975
H 0.04444 5.96256 -0.09133 0.4470
H 1.63110 6.45333 -2.36247 -0.0404
H 3.02673 7.44437 -1.99582 0.2314
H 1.40559 8.15353 -1.77148 0.4073
C -1.62698 0.66573 -2.23593 1.6029
C -0.85190 0.78446 -0.93064 -0.4262
C -1.30465 -0.38572 0.02091 -0.4053
O -0.36260 -0.23325 1.13856 0.1305
C -0.64170 -1.13441 2.15090 -0.8671
N 0.65883 0.88339 -1.08758 0.0385
H -2.28073 1.52614 -2.37878 -0.6299
H -2.31708 -0.17691 -2.19330 -0.6271
H -0.96285 0.62665 -3.09936 -1.0852
H -1.03078 1.75786 -0.47391 0.5313
H -1.13634 -1.36997 -0.41614 0.3764
H -2.34359 -0.19733 0.29150 0.1928
H 0.21061 -1.13524 2.83037 0.1586
H -0.70431 -2.16544 1.80282 0.3644
H -1.45919 -0.81217 2.79587 0.1129
H 0.83407 -0.10466 -1.20227 -0.1489
H 0.99464 1.12653 -0.16659 0.1591
C 4.66258 1.74102 -3.75673 -2.3206
C 3.97312 1.23531 -2.52526 1.1118
C 3.89140 2.17749 -1.35361 -0.5234
O 5.16509 2.35158 -0.73068 -0.4688
C 5.15488 2.75891 0.55946 -0.6142
N 2.76944 0.77332 -3.12311 1.6760
H 4.70682 1.02557 -4.57788 0.5031
H 5.70622 1.92345 -3.50050 0.5967
H 4.40595 2.77792 -3.97374 0.3004
H 4.48294 0.31344 -2.24538 -0.4321
H 3.09429 1.78240 -0.72383 -0.0311
H 3.56046 3.16654 -1.67041 0.6881
H 6.22930 2.91636 0.65394 0.3609
H 4.83024 2.04029 1.31200 0.1042
H 4.69763 3.74836 0.55879 0.2816
H 1.95285 0.78270 -2.52882 -0.4246
H 2.56706 1.47653 -3.81927 -0.3209
C 0.54187 -9.10867 3.87608 -1.6126
C 0.19501 -8.12521 2.72072 0.3076
C 1.04457 -6.81848 2.62151 0.0084
O 0.93710 -6.19641 1.29375 -0.4331
C 1.96282 -5.21113 1.07442 -0.1111
N 0.23747 -9.00845 1.51162 -0.7013
H 0.21115 -8.69010 4.82662 0.4238
H 1.58947 -9.39549 3.96753 0.3544
H 0.05741 -10.08501 3.86276 0.4283
H -0.84121 -7.78926 2.75927 0.3295
H 2.08007 -7.15060 2.54711 -0.0450
H 0.79862 -6.14225 3.44024 0.1634
H 2.02088 -4.39214 1.79134 0.2879
H 1.73162 -4.77924 0.10071 -0.0671
H 2.94882 -5.63418 0.88221 0.0963
H 1.04789 -9.60168 1.40486 0.3210
H 0.45073 -8.24472 0.88604 0.0918
C 1.56577 -0.39960 8.09305 -1.5615
C 0.74065 -1.05629 9.19075 0.7207
C -0.51401 -0.29376 9.49920 -0.8468
O -0.72592 -0.25624 10.91065 -0.3262
C -1.98602 0.16891 11.43032 -0.7193
N 0.44086 -2.47513 8.88318 -0.7531
H 2.27915 0.40214 8.28384 0.4649
H 0.92532 0.02420 7.31952 0.3686
H 2.25636 -1.08051 7.59553 0.3816
H 1.29710 -1.18865 10.11862 0.2355
H -1.35685 -0.75442 8.98393 0.3751
H -0.40424 0.73287 9.14983 0.3608
H -2.21811 1.16485 11.05302 0.2754
H -1.67846 0.05721 12.47004 0.2490
H -2.74461 -0.51696 11.05320 0.2930
H -0.33490 -2.75488 9.46630 0.2804
H -0.01777 -2.51928 7.98439 0.2050
C -0.18373 3.98569 -3.69910 -0.9418
C 0.07281 2.90864 -4.81789 3.2422
C -0.68429 3.20790 -6.11460 -1.1898
O -0.49238 2.22626 -7.17332 -0.2662
C -1.33321 1.07956 -7.14638 -0.7403
N 1.52433 2.89149 -5.05922 -0.2207
H 0.40475 3.86410 -2.78970 0.2534
H -1.17584 3.87803 -3.26067 -0.2089
H -0.05270 4.99696 -4.08416 0.4702
H -0.16045 1.87590 -4.55875 -1.8156
H -0.64308 4.19473 -6.57567 0.2997
H -1.71340 3.01187 -5.81364 0.2745
H -1.19315 0.34501 -6.35334 0.0949
H -1.20261 0.52095 -8.07320 0.3041
H -2.33666 1.50466 -7.16854 0.4865
H 1.71705 2.13259 -5.69720 -0.6125
H 1.88757 3.68269 -5.57121 0.3571
C -4.01633 4.78749 -3.90203 -0.6473
C -4.73357 5.90200 -3.16942 0.5781
C -5.08976 7.06922 -4.14119 -0.9016
O -5.49702 8.17553 -3.34144 -0.3330
C -6.04541 9.27713 -4.13921 -0.7741
N -5.93104 5.48050 -2.55247 -0.2000
H -4.61921 4.07238 -4.46172 0.0026
H -3.50169 4.16154 -3.17304 0.0142
H -3.23200 5.14508 -4.56915 0.4507
H -3.99114 6.26071 -2.45653 0.2038
H -5.92993 6.71599 -4.73906 0.3511
H -4.17755 7.19594 -4.72422 0.4014
H -6.49277 10.11740 -3.60825 0.2600
H -6.87093 8.89437 -4.73932 0.3126
H -5.26206 9.56012 -4.84232 0.3062
H -5.77998 4.74407 -1.87797 -0.1927
H -6.41836 6.17274 -2.00164 0.2455
C -1.68986 -4.36091 -8.31489 -1.3295
C -3.20729 -4.38454 -8.39627 0.8637
C -3.94775 -3.19725 -7.77231 -0.7278
O -3.69738 -3.25858 -6.29397 -0.2038
C -4.40243 -2.26058 -5.61560 -0.8296
N -3.47454 -4.60356 -9.79121 -0.7599
H -1.44387 -4.45539 -7.25723 -0.0043
H -1.29609 -3.46144 -8.78819 0.3816
H -1.27422 -5.22895 -8.82660 0.4650
H -3.45987 -5.30356 -7.86740 0.1486
H -5.01450 -3.30501 -7.96863 0.3208
H -3.61960 -2.19926 -8.06290 0.3158
H -4.52485 -1.32802 -6.16644 0.4654
H -4.00492 -2.09208 -4.61474 -0.0047
H -5.36051 -2.77131 -5.51896 0.3949
H -4.39898 -4.75074 -10.17049 0.2274
H -3.04877 -5.47769 -10.06455 0.2411
C -8.34918 0.59028 -3.03201 -1.3154
C -7.31483 1.36186 -3.83701 0.6378
C -7.79377 2.08311 -5.13324 -0.9922
O -8.98754 2.87188 -5.04787 -0.4492
C -8.82974 4.07997 -4.30753 -0.5788
N -6.84841 2.24932 -2.77975 0.1203
H -7.91778 -0.23623 -2.46733 0.2287
H -9.02654 0.02071 -3.66830 0.4153
H -8.98373 1.12160 -2.32268 0.3467
H -6.47070 0.74195 -4.13910 0.2155
H -7.93991 1.28654 -5.86277 0.4693
H -6.94684 2.67465 -5.48096 0.4402
H -8.89885 4.02998 -3.22087 0.1880
H -9.54110 4.80291 -4.70677 0.3534
H -7.83784 4.49096 -4.49550 0.1828
H -6.24352 2.86825 -3.30043 -0.3354
H -7.65399 2.76579 -2.45664 0.0962
C 3.31001 -1.52580 1.78048 0.1660
C 3.91008 -1.43058 0.33766 1.8215
C 5.23352 -2.12882 0.11940 -1.1277
O 4.93952 -3.51212 0.19011 0.3955
C 6.00370 -4.38674 -0.24419 -1.1272
N 2.89249 -1.99968 -0.62184 0.1738
H 3.41254 -2.49850 2.26157 -0.3146
H 2.25940 -1.24345 1.84839 -0.5151
H 3.81006 -0.75173 2.36260 -0.1598
H 4.03454 -0.36856 0.12613 -0.5910
H 5.92984 -1.92016 0.93162 0.3035
H 5.73767 -1.89566 -0.81845 0.5301
H 6.19077 -4.22643 -1.30598 0.2761
H 5.71031 -5.40294 0.01913 0.2757
H 6.88711 -4.13705 0.34346 0.3243
H 3.21060 -1.72027 -1.53882 -0.2292
H 3.17512 -2.96837 -0.66479 0.0129
C 4.83793 2.46532 -7.54548 -1.3396
C 3.56635 1.86408 -8.22191 0.2781
C 3.11899 0.52242 -7.72743 -0.0423
O 1.95045 -0.06321 -8.47006 -0.4878
C 1.38249 -1.21025 -7.82402 -0.2965
N 2.44527 2.74835 -8.00209 -0.4838
H 4.82392 3.53663 -7.74598 0.3867
H 5.84254 2.11103 -7.77641 0.3786
H 4.74619 2.47656 -6.45941 0.1476
H 3.59769 1.74567 -9.30500 0.3628
H 2.97472 0.45968 -6.64884 -0.3701
H 3.88658 -0.24320 -7.84032 0.6601
H 0.64312 -1.72403 -8.43842 0.1477
H 1.03009 -1.07735 -6.80116 -0.0076
H 2.07772 -2.04437 -7.72912 0.3771
H 2.59733 3.64648 -8.43836 0.2427
H 1.57507 2.50201 -8.45173 0.1710